--- w ---
Computed, not measured: 2 unconnected molecules or ions with the total composition C4H9NO, with ωB97M-V/def2-TZVPD.

Element x y z (Å)
N1 -1.04801 -1.08153 0.64712
C1 -0.18271 -0.14024 0.01418
C2 0.51849 0.86104 0.70190
C3 1.85990 1.25976 0.37234
C4 2.31644 2.46847 -0.05346
H1 -2.04539 -0.94714 0.58606
H2 -0.71277 -1.48105 1.50522
H3 -0.28346 -0.02872 -1.07112
H4 0.02560 1.46032 1.49184
H5 2.59152 0.44769 0.44174
H6 3.38615 2.59805 -0.19514
H7 1.73477 3.36519 0.17626
H8 -1.62260 -2.78786 -1.22375
H9 -2.37427 -1.64549 -1.79828
O1 -2.53524 -2.49366 -1.36371

total charge: -1
expectation value of S²: 0.77
multiplicity: 2
frontier orbital gap (alpha / beta): 4.200 / 6.276 eV
HOMO level (alpha / beta): -0.00007 / -0.07830 Ha

--- x ---
Computed, not measured: 2 unconnected molecules or ions with the total composition C4H9NO, with ωB97M-V/def2-TZVPD.

Element x y z (Å)
C1 2.39085 0.20110 0.82643
C2 1.44192 -0.72842 0.05372
C3 1.91096 -1.31803 -1.11585
C4 -0.46530 0.22177 1.00853
N1 0.17342 -0.82693 0.49933
H1 2.35088 -0.10440 1.87343
H2 3.37791 0.11302 0.36237
H3 2.13284 1.27207 0.78670
H4 1.57489 -2.30501 -1.37052
H5 2.78178 -0.83056 -1.54715
H6 -1.51922 0.14102 1.27570
H7 -0.02060 1.12145 1.45610
H8 -4.28657 2.37352 -1.67606
H9 -3.98963 1.67965 -0.34930
O1 -4.41748 1.54478 -1.20783

total charge: -1
expectation value of S²: 0.77
multiplicity: 2
frontier orbital gap (alpha / beta): 3.683 / 6.240 eV
HOMO level (alpha / beta): -0.00383 / -0.10234 Ha

--- y ---
Computed, not measured: 2 unconnected molecules or ions with the total composition C4H9NO, with ωB97M-V/def2-TZVPD.

Element x y z (Å)
C1 0.90505 -2.08327 -1.84547
C2 0.65410 -1.37437 -0.54687
C3 -0.28184 -0.36198 -0.67129
N1 -0.44663 0.50655 0.54546
C4 -0.25754 1.76195 0.30428
H1 0.13001 -1.90576 -2.53880
H2 0.85708 -3.24238 -1.66776
H3 1.80718 -1.99867 -2.26483
H4 1.22044 -1.68502 0.25056
H5 -0.97067 0.04556 -1.45202
H6 0.19761 1.93889 -0.65950
H7 -0.29324 2.50723 1.15735
H8 -0.89573 1.43337 2.55581
H9 -1.31967 2.73859 3.45880
O1 -1.30614 1.71932 3.37428

total charge: -1
expectation value of S²: 0.76
multiplicity: 2
frontier orbital gap (alpha / beta): 3.819 / 7.620 eV
HOMO level (alpha / beta): 0.01690 / -0.12491 Ha

--- z ---
Computed, not measured: 2 unconnected molecules or ions with the total composition C4H9NO, with ωB97M-V/def2-TZVPD.

Element x y z (Å)
C1 2.26450 -1.14388 -0.96977
O1 1.03236 -1.34560 -0.42221
H1 2.24009 -0.85375 -2.04665
H2 2.85609 -0.34892 -0.46149
H3 2.91455 -2.04243 -0.93175
C2 -0.30156 0.88570 0.11638
C3 -0.05689 2.21080 0.09605
C4 -1.94011 -0.87371 0.67219
N1 -1.51156 0.44272 0.62119
H4 0.37328 -0.09703 -0.19408
H5 -0.79458 2.92908 0.45468
H6 0.88906 2.57118 -0.28011
H7 -2.92763 -1.03756 1.06763
H8 -1.23689 -1.64169 0.39276
H9 -2.16023 1.11566 1.00705

total charge: -1
expectation value of S²: 0.76
multiplicity: 2
frontier orbital gap (alpha / beta): 6.232 / 7.211 eV
HOMO level (alpha / beta): -0.07226 / -0.10922 Ha

Which of them is least stable? Easy: y.

--- w ---
Computed, not measured: a single C11H15P molecule, with ωB97M-V/def2-TZVPD.

Element x y z (Å)
C1 -3.99112 1.91927 0.20746
P1 -2.37091 1.01007 0.53003
C2 -2.93652 -0.44755 -0.05287
C3 -2.42485 -1.88623 -0.20116
C4 -1.14120 -2.34673 -0.05495
C5 -0.02108 -1.47747 0.34325
C6 1.27337 -1.87873 0.15478
C7 2.47365 -0.98725 0.37903
C8 2.37002 0.20092 1.37878
C9 2.48850 0.48065 -0.03005
C10 1.87183 1.43009 -1.00267
C11 3.37834 1.32193 -0.77440
H1 -4.76226 1.71619 0.80267
H2 -4.35873 1.79280 -0.87729
H3 -3.83302 3.00156 0.33064
H4 -3.94312 -0.29235 -0.57929
H5 -3.04300 -2.58892 -0.75469
H6 -0.80012 -3.32668 -0.26718
H7 -0.30819 -0.54583 0.78511
H8 1.32119 -2.90709 -0.12603
H9 3.38406 -1.52626 0.42139
H10 3.15189 0.35623 2.06134
H11 1.41572 0.53570 1.75350
H12 1.28113 2.22621 -0.65242
H13 1.58827 1.07564 -1.94159
H14 4.05668 1.07744 -1.60728
H15 3.87947 2.06639 -0.22607

SMILES string: C/P=C/C=C\C=C\[C@@H]1CC12CC2
multiplicity: 1
frontier orbital gap: 7.544 eV
HOMO level: -0.28480 Ha

--- x ---
Computed, not measured: 2 unconnected molecules or ions with the total composition C11H15P, with ωB97M-V/def2-TZVPD.

Element x y z (Å)
C1 3.73406 -0.42974 0.12634
C2 3.46979 0.70217 -0.61559
C3 2.77165 -1.24933 0.63443
C4 2.14845 0.92478 -0.97014
C5 1.41439 -0.96640 0.24285
C6 1.05213 0.07853 -0.51525
C7 -1.11767 0.72854 1.48475
C8 -0.94418 1.48517 0.13557
C9 -2.16918 -0.36191 1.22100
C10 -0.39884 0.33488 -0.70967
C11 -3.14293 -1.08826 -1.28708
P1 -1.50990 -1.13439 -0.35175
H1 4.75454 -0.48510 0.36954
H2 4.25352 1.40698 -0.98162
H3 2.96810 -2.09990 1.31829
H4 1.82555 1.77444 -1.52241
H5 0.66285 -1.60835 0.72511
H6 -0.24191 0.14584 1.66915
H7 -1.30643 1.44171 2.28305
H8 -1.85691 1.80575 -0.19636
H9 -0.35625 2.36378 0.13530
H10 -2.11522 -0.88976 2.11328
H11 -3.21201 0.05559 1.18563
H12 -0.45180 0.52119 -2.22801
H13 -3.56299 -1.92399 -0.67952
H14 -2.99791 -1.49376 -2.26554
H15 -3.67093 -0.03848 -1.32135

multiplicity: 1
frontier orbital gap: 9.276 eV
HOMO level: -0.30832 Ha

Which of them is least stable? Easy: w.

--- w ---
Computed, not measured: 2 unconnected molecules or ions with the total composition C9H15N2, with ωB97M-V/def2-TZVPD.

Element x y z (Å)
C1 2.19508 0.62097 -0.24564
C2 2.04556 1.77482 -0.88402
C3 -0.14013 -1.53592 -0.00584
C4 2.99798 -1.08857 1.10177
C5 3.11304 -0.58644 -0.33690
C6 1.79316 -0.52641 0.49373
C7 -0.74751 0.97253 1.45810
C8 -2.60683 1.22601 -0.09631
C9 -2.38566 -1.45303 -0.94400
N1 -1.61177 0.25610 0.52550
N2 -1.20682 -0.83496 -0.14428
H1 1.30776 2.57144 -0.65751
H2 2.72345 2.02805 -1.67063
H3 0.15681 -2.37995 -0.59222
H4 3.24110 -2.20161 1.11593
H5 3.69854 -0.64012 1.76378
H6 3.24782 -1.24039 -1.26953
H7 -1.02264 0.67990 2.42725
H8 0.34319 0.76143 1.29250
H9 -0.93302 2.04169 1.32937
H10 -3.22191 1.56605 0.62404
H11 -2.05908 2.05346 -0.45551
H12 -3.23107 0.74953 -1.04906
H13 -2.14528 -0.91532 -1.94295
H14 -3.43917 -1.33992 -0.73427
H15 -2.11260 -2.55933 -1.10329

total charge: +1
multiplicity: 1
frontier orbital gap: 7.629 eV
HOMO level: -0.44436 Ha

--- x ---
Computed, not measured: a gas-phase ion, C9H15N2 (charge +1), with ωB97M-V/def2-TZVPD.

Element x y z (Å)
C1 3.79927 -0.36617 0.09499
C2 2.83000 0.09894 -0.71031
C3 1.48684 0.07210 -0.33492
C4 0.80254 -1.25518 -0.28195
C5 -0.40337 -1.60445 0.65728
C6 -1.84610 -1.42724 0.09803
C7 -2.19136 -0.01009 -0.16309
N1 -3.36542 0.40032 -0.20200
C8 -4.50730 0.89617 -0.24340
N2 0.87322 0.98213 0.24503
C9 1.27560 2.31460 0.30454
H1 4.83212 -0.19201 -0.13672
H2 3.51312 -0.69249 1.12543
H3 2.98052 0.59394 -1.76008
H4 1.66579 -1.98089 -0.11015
H5 0.49119 -1.36966 -1.31390
H6 -0.39927 -2.56399 1.14551
H7 -0.43914 -0.98721 1.54793
H8 -1.89058 -2.01934 -0.92096
H9 -2.51746 -1.97844 0.73670
H10 -1.26304 0.64614 -0.26992
H11 -4.96587 1.01176 -1.19439
H12 -5.04844 1.24475 0.58917
H13 1.29012 2.82081 1.40471
H14 2.33979 2.39505 0.03253
H15 0.65721 2.97046 -0.34005

SMILES string: C=C/C(CCCC=[N+]=C)=N\C
total charge: +1
multiplicity: 1
frontier orbital gap: 7.947 eV
HOMO level: -0.45345 Ha

Which of them is least stable? Easy: w.

--- w ---
Computed, not measured: a single C2H2OS2 molecule, with ωB97M-V/def2-TZVPD.

Element x y z (Å)
O1 1.55559 1.11433 -0.29681
C1 0.33424 1.12181 0.06226
C2 -0.42593 -0.16709 0.02799
S1 -1.96707 -0.16649 -0.19143
S2 0.84197 -1.46267 -0.11280
H1 -0.32850 2.10070 0.37980
H2 -0.01031 -2.54059 0.13100

SMILES string: O=CC(=S)S
multiplicity: 1
frontier orbital gap: 7.934 eV
HOMO level: -0.34951 Ha

--- x ---
Computed, not measured: a molecular structure, C2H2OS2, with ωB97M-V/def2-TZVPD.

Element x y z (Å)
C1 -0.19581 0.84102 0.01883
C2 0.82425 -0.02999 0.16562
O1 -0.89643 -1.59728 -0.71325
S1 -1.74767 0.40778 -0.53504
S2 0.34715 -1.70883 0.13540
H1 -0.10248 1.87098 0.31262
H2 1.77099 0.21633 0.61582

multiplicity: 1
frontier orbital gap (alpha / beta): 6.930 / 6.867 eV
HOMO level (alpha / beta): -0.30565 / -0.28987 Ha

--- y ---
Computed, not measured: a single C2H2OS2 molecule, with ωB97M-V/def2-TZVPD.

Element x y z (Å)
C1 0.09034 0.95131 0.21341
C2 -0.02172 -0.17600 -0.72908
O1 -0.27591 2.11266 0.03731
S1 -0.18131 -1.62762 1.44825
S2 0.08561 -1.82778 -0.40840
H1 0.21034 0.58834 1.32676
H2 0.09266 -0.02091 -1.88825

multiplicity: 1
frontier orbital gap (alpha / beta): 6.858 / 6.857 eV
HOMO level (alpha / beta): -0.33621 / -0.33619 Ha

Which of them is least stable? Easy: x.